The following is a quantum chemistry calculation of a structure of composition C40H39BrI2N2O3PTi at a distorted geometry, from the OMol25 dataset.

Computed properties:
**Highest occupied orbital energy (spin up / spin down)**: -9.108 / -10.140 eV
**Kohn-Sham gap (spin up / spin down)**: 5.980 / 6.668 eV
**Strongest force on any atom**: 0.0304 hartree/bohr
**Energy relative to the best compared isomer or geometry (same formula, charge and spin)**: 0.0 kcal/mol
**Lowest unoccupied orbital energy (spin up / spin down)**: -3.128 / -3.472 eV
**Total charge**: +1
**Spin multiplicity**: 3

XYZ file:
```
89
C40H39BrI2N2O3PTi | the OMol25 dataset | wB97M-V/def2-TZVPD
Ti 0.631 1.174 -1.023
C 2.823 -0.519 1.757
O 2.474 0.760 1.241
C 3.611 1.542 0.959
C 3.120 2.864 0.445
O 2.321 2.629 -0.731
C 2.523 3.557 -1.811
C 2.328 2.810 -3.098
O 1.043 2.184 -3.052
C 0.736 1.557 -4.307
H 3.402 -1.090 1.027
H 1.896 -1.045 1.965
H 3.389 -0.406 2.686
H 4.245 1.047 0.215
H 4.200 1.712 1.869
H 3.962 3.501 0.172
H 2.515 3.380 1.192
H 3.543 3.941 -1.776
H 1.825 4.389 -1.709
H 3.091 2.039 -3.230
H 2.361 3.511 -3.936
H 0.821 2.302 -5.100
H -0.286 1.195 -4.256
H 1.420 0.726 -4.484
I -0.673 1.155 1.703
C -0.239 -0.081 3.356
C 0.175 0.669 4.423
C 0.288 0.108 5.711
C -0.092 -1.184 5.895
C -0.524 -1.980 4.805
C -0.950 -3.304 5.069
C -1.374 -4.117 4.062
C -1.297 -3.648 2.739
C -0.860 -2.386 2.421
P -0.514 -2.085 0.632
C -2.122 -2.553 -0.102
C -2.434 -3.790 -0.657
C -3.694 -4.020 -1.198
C -4.659 -3.024 -1.174
C -4.361 -1.792 -0.606
C -3.100 -1.556 -0.085
C 0.607 -3.480 0.268
C 1.511 -3.953 1.220
C 2.484 -4.880 0.876
C 2.566 -5.360 -0.422
C 1.672 -4.900 -1.378
C 0.712 -3.960 -1.037
C -0.540 -1.471 3.473
H 0.386 1.722 4.292
H 0.624 0.720 6.536
H -0.077 -1.632 6.881
H -0.942 -3.648 6.096
H -1.721 -5.121 4.262
H -1.548 -4.332 1.937
H -1.698 -4.584 -0.673
H -3.922 -4.987 -1.628
H -5.642 -3.211 -1.586
H -5.111 -1.012 -0.574
H -2.871 -0.585 0.343
H 1.458 -3.603 2.243
H 3.175 -5.235 1.630
H 3.319 -6.090 -0.688
H 1.728 -5.265 -2.395
H 0.032 -3.608 -1.803
Br 0.459 8.649 0.058
C 0.074 6.831 -0.244
C -0.528 6.443 -1.431
C -0.803 5.101 -1.650
C -0.489 4.147 -0.685
C 0.112 4.553 0.501
C 0.393 5.891 0.725
N -0.714 2.768 -0.950
C -1.876 2.464 -1.527
C -2.055 1.177 -2.084
C -3.215 0.826 -2.799
C -3.276 -0.393 -3.418
C -2.177 -1.259 -3.321
C -1.079 -0.868 -2.602
N -0.995 0.330 -1.976
H -0.768 7.179 -2.185
H -1.233 4.791 -2.594
H 0.344 3.823 1.264
H 0.850 6.204 1.653
H -2.677 3.194 -1.582
H -4.031 1.534 -2.855
H -4.156 -0.683 -3.976
H -2.183 -2.232 -3.790
H -0.207 -1.498 -2.505
I 2.467 -0.668 -1.908
```

Löwdin atomic charge list, values in e, 6 entries: Ti 0.551; C -0.111; O -0.345; C -0.217; C -0.129; O -0.280

***

The following is a quantum chemistry calculation of a cluster of 2 separate species, C2H7NO2 in total, from the OMol25 dataset.

Computed properties:
**Highest occupied orbital energy**: -10.440 eV
**Kohn-Sham gap**: 11.070 eV
**Strongest force on any atom**: 0.0071 hartree/bohr
**Energy relative to the best compared isomer or geometry (same formula, charge and spin)**: 15.2 kcal/mol
**Lowest unoccupied orbital energy**: 0.630 eV
**Total charge**: 0

XYZ file:
```
12
C2H7NO2 | the OMol25 dataset | wB97M-V/def2-TZVPD
C -2.934 -1.237 -1.149
H -2.415 -2.106 -1.545
H -2.672 -1.131 -0.097
H -4.005 -1.391 -1.228
H -2.649 -0.341 -1.694
N -0.246 0.855 0.727
C 1.022 0.256 0.373
O 1.721 1.056 -0.446
O 1.423 -0.793 0.764
H -0.283 0.882 1.745
H -0.965 0.174 0.480
H 1.145 1.821 -0.568
```

Löwdin atomic charge list, values in e, 6 entries: C -0.045; H 0.022; H 0.003; H 0.017; H 0.019; N 0.106

***

The following is a quantum chemistry calculation of the molecule C3H2N4O at a distorted geometry, from the OMol25 dataset.

Computed properties:
**Highest occupied orbital energy**: -10.110 eV
**Kohn-Sham gap**: 8.869 eV
**Strongest force on any atom**: 0.0404 hartree/bohr
**Energy relative to the best compared isomer or geometry (same formula, charge and spin)**: 45.7 kcal/mol
**Lowest unoccupied orbital energy**: -1.241 eV
**Total charge**: 0

XYZ file:
```
10
C3H2N4O | the OMol25 dataset | wB97M-V/def2-TZVPD
C -1.263 -0.199 0.097
C -0.509 0.965 -0.495
C 1.408 0.242 0.499
H -1.148 1.570 -1.082
H 2.252 0.453 1.133
N 0.737 1.165 -0.362
N 1.213 -1.029 0.515
N 0.411 -1.671 -0.459
N -0.786 -1.378 -0.553
O -2.315 -0.117 0.705
```

Löwdin atomic charge list, values in e, 6 entries: C -0.420; C -0.052; C -0.172; H 0.115; H 0.111; N 0.114

***

The following is a quantum chemistry calculation of a cluster of 2 separate species, C3H10N2OS in total at a distorted geometry, from the OMol25 dataset.

Computed properties:
**Highest occupied orbital energy**: -7.869 eV
**Kohn-Sham gap**: 8.674 eV
**Strongest force on any atom**: 0.0852 hartree/bohr
**Energy relative to the best compared isomer or geometry (same formula, charge and spin)**: 59.5 kcal/mol
**Lowest unoccupied orbital energy**: 0.806 eV
**Total charge**: 0

XYZ file:
```
17
C3H10N2OS | the OMol25 dataset | wB97M-V/def2-TZVPD
C -0.382 -0.701 -0.116
C -2.303 0.890 -0.586
C -0.892 0.695 -0.090
N -0.138 1.647 0.283
N 3.708 -1.039 0.462
O 2.588 1.354 0.508
S 3.134 0.129 -0.473
H -1.198 -1.489 -0.129
H 0.207 -0.724 0.742
H 0.127 -1.077 -0.924
H -2.955 0.169 -0.013
H -2.870 1.814 -0.342
H -2.247 0.543 -1.633
H 1.587 1.347 0.346
H -0.339 2.673 0.405
H 3.006 -1.745 0.834
H 4.574 -1.044 0.890
```

Löwdin atomic charge list, values in e, 6 entries: C -0.057; C -0.054; C -0.453; N 0.112; N -0.393; O -0.516

***

The following is a quantum chemistry calculation of a structure of composition C30H40CrGeN7OSSe, from the OMol25 dataset.

Computed properties:
**Highest occupied orbital energy (spin up / spin down)**: -7.764 / -10.247 eV
**Kohn-Sham gap (spin up / spin down)**: 5.118 / 7.247 eV
**Strongest force on any atom**: 0.0130 hartree/bohr
**Energy relative to the best compared isomer or geometry (same formula, charge and spin)**: 19.0 kcal/mol
**Lowest unoccupied orbital energy (spin up / spin down)**: -2.646 / -3.000 eV
**Total charge**: +1
**Spin multiplicity**: 5

XYZ file:
```
82
C30H40CrGeN7OSSe | the OMol25 dataset | wB97M-V/def2-TZVPD
Cr -0.023 0.079 1.484
C -0.875 -0.522 5.602
C 0.066 -1.486 6.007
C 1.083 -1.815 5.159
C 1.201 -1.204 3.880
N 0.215 -0.328 3.469
C -0.757 0.004 4.348
N 2.289 -1.519 3.166
C 2.635 -0.854 2.071
N 1.858 0.079 1.448
C 2.573 0.743 0.490
N 2.152 1.851 -0.110
C 1.064 2.508 0.293
C 0.853 3.793 -0.284
C -0.152 4.605 0.149
C -0.974 4.167 1.209
C -0.785 2.906 1.692
N 0.148 2.039 1.226
C 3.859 0.108 0.383
C 4.959 0.327 -0.444
C 6.084 -0.448 -0.249
C 6.132 -1.425 0.758
C 5.052 -1.653 1.587
C 3.903 -0.892 1.390
H -1.668 -0.196 6.258
H -0.019 -1.954 6.979
H 1.860 -2.513 5.434
H -1.481 0.733 4.005
H 1.555 4.095 -1.048
H -0.301 5.583 -0.290
H -1.731 4.808 1.638
H -1.400 2.536 2.503
H 4.924 1.083 -1.218
H 6.956 -0.298 -0.873
H 7.039 -2.000 0.890
H 5.087 -2.394 2.376
C -1.687 2.620 -3.641
Ge -0.525 1.125 -4.199
C 0.509 1.579 -5.804
C -1.611 -0.480 -4.572
C 0.651 0.804 -2.620
Se -0.358 -0.123 -1.217
C 0.317 -1.882 -1.690
H -2.630 2.608 -4.189
H -1.192 3.570 -3.842
H -1.890 2.562 -2.569
H -0.179 1.868 -6.598
H 1.086 0.722 -6.148
H 1.190 2.410 -5.621
H -2.430 -0.218 -5.243
H -2.028 -0.906 -3.660
H -1.009 -1.242 -5.070
H 0.988 1.753 -2.209
H 1.531 0.197 -2.822
H 0.145 -2.035 -2.753
H -0.209 -2.638 -1.115
H 1.382 -1.912 -1.468
C -3.824 -1.626 -0.786
N -3.822 -0.183 -0.770
C -4.334 0.614 -1.883
C -4.267 2.043 -1.331
N -3.348 1.873 -0.208
C -3.244 0.587 0.151
S -2.546 0.043 1.599
H -3.224 -1.999 -1.619
H -4.843 -2.002 -0.881
H -3.399 -1.980 0.150
H -5.349 0.314 -2.139
H -3.691 0.483 -2.758
H -5.243 2.385 -0.980
H -3.881 2.760 -2.052
H -3.119 2.613 0.433
C 1.288 -3.888 1.110
C 0.154 -3.109 1.693
C -0.697 -3.776 2.720
O -0.087 -1.963 1.329
H 1.798 -4.424 1.910
H 1.993 -3.226 0.612
H 0.919 -4.630 0.397
H -0.977 -4.781 2.403
H -1.584 -3.183 2.936
H -0.107 -3.871 3.636
```

Löwdin atomic charge list, values in e, 6 entries: Cr 0.572; C -0.062; C -0.055; C -0.017; C -0.332; N 0.011